26
Properties=species:S:1:pos:R:3 method="wB97M-V/def2-TZVPD" smiles=CC[C@H](C)P([O-])OC(C)C homo_lumo_gap_ev=6.46 charge=-1 de_lowest_kj_mol=236.54 e_lumo_ha=0.13991
P 0.861 1.557 -0.015
O 0.575 1.793 -1.451
O 1.733 0.084 0.080
C -0.804 0.173 1.821
C 1.879 -0.698 -1.132
C -3.447 1.121 0.496
C 1.406 -2.099 -0.647
C -2.027 1.706 0.355
C -0.812 0.732 0.427
C 3.387 -0.936 -1.204
H 3.631 -1.443 -2.021
H -4.322 1.613 0.061
H -1.607 -0.521 2.153
H 3.848 0.081 -1.253
H -1.020 -0.122 -0.198
H -0.757 0.861 2.708
H 3.755 -1.445 -0.375
H -3.539 0.213 0.042
H 0.295 -2.172 -0.917
H 1.600 -2.233 0.429
H 1.427 -0.288 -1.974
H -3.658 0.826 1.480
H -2.083 2.435 1.075
H -2.135 2.152 -0.635
H 1.891 -2.856 -1.229
H -0.074 -0.532 1.924



11
Properties=species:S:1:pos:R:3 method="wB97M-V/def2-TZVPD" smiles=P[C@@H]1S[C@H]1P homo_lumo_gap_ev=9.55 charge=0 de_lowest_kj_mol=170.06 e_lumo_ha=0.03285
S 0.882 -0.190 -1.802
P -2.063 -1.185 -0.472
P 1.924 0.761 0.819
C 0.728 -0.452 0.005
C -0.534 0.028 -0.618
H 0.982 1.801 1.042
H -2.064 -0.658 0.769
H -1.386 -2.282 0.033
H -1.075 1.017 -0.741
H 1.690 0.024 2.058
H 0.655 -1.563 0.400



52
Properties=species:S:1:pos:R:3 method="wB97M-V/def2-TZVPD" smiles="CC(C)=CCN1CCN(CCCn2cccn2)C[C@H]1CCO" homo_lumo_gap_ev=8.97 charge=0 de_lowest_kj_mol=177.75 e_lumo_ha=0.03013
O 2.439 0.864 0.612
N -0.296 -0.815 -1.417
N 4.227 0.271 -3.487
N 3.050 0.739 -3.089
N -2.076 0.492 0.434
C -0.055 -0.896 0.013
C -2.668 -0.686 3.763
C -0.653 0.331 0.715
C 3.172 1.939 -2.484
C 0.102 1.610 0.327
C -2.347 0.400 -0.986
C -2.566 -2.185 3.714
C 1.446 1.764 1.045
C -2.614 -0.100 5.143
C 1.878 -1.313 -2.414
C 4.509 2.264 -2.501
C 0.452 -1.808 -2.169
C -2.921 -0.355 1.264
C -2.822 0.085 2.693
C 5.120 1.179 -3.142
C -1.725 -0.831 -1.660
C 1.851 -0.034 -3.258
H -0.497 -1.818 0.435
H -1.907 -0.782 -2.737
H -2.888 1.158 2.814
H 1.802 2.798 0.923
H 1.737 -0.286 -4.316
H -2.102 -2.562 4.622
H 0.267 1.612 -0.752
H -1.976 -2.518 2.863
H -3.428 0.401 -1.141
H 2.463 -2.082 -2.918
H -1.654 -0.321 5.608
H 0.479 -2.781 -1.653
H -3.558 -2.630 3.631
H -0.526 2.463 0.584
H 1.324 1.570 2.113
H -2.692 -1.426 1.166
H -1.935 1.296 -1.459
H 2.319 2.483 -2.128
H 6.158 1.029 -3.363
H -3.393 -0.539 5.767
H -0.042 -1.954 -3.133
H 1.002 0.576 -2.941
H 2.360 -1.101 -1.459
H -2.199 -1.753 -1.273
H 4.975 3.146 -2.114
H -0.559 0.193 1.798
H 2.654 1.060 -0.309
H -3.954 -0.207 0.927
H -2.750 0.978 5.121
H 1.016 -0.919 0.206